{
  "formula": "C8H12N3OS",
  "method": "ωB97M-V/def2-TZVPD",
  "lumo_ev": -3.9,
  "gap_ev": 8.574,
  "relative_energy_kcal_mol": 9.93,
  "homo_energy_ev": -12.5,
  "total_charge": 1,
  "spin_multiplicity": 1,
  "species": ["C", "C", "C", "C", "C", "C", "C", "C", "N", "N", "N", "O", "S", "H", "H", "H", "H", "H", "H", "H", "H", "H", "H", "H", "H"],
  "xyz": [[-1.87649, -1.04156, 0.84662], [-1.73863, 0.34310, -0.87771], [-1.00341, -0.65301, -0.23285], [0.30042, -1.09184, -0.84090], [3.80864, -0.08809, 0.14330], [3.19731, 1.28886, 0.48031], [1.50021, -0.30679, -0.28447], [-3.85219, 1.42632, -0.60963], [-2.96873, -0.35252, 0.80988], [-2.88666, 0.48865, -0.18799], [2.60586, -0.95513, -0.04772], [0.55913, -2.46031, -0.61035], [1.55061, 1.35357, -0.32639], [-1.73383, -1.94213, 1.49242], [-1.67111, 0.69226, -1.92528], [0.36270, -0.93018, -1.91898], [4.35470, -0.18545, -0.87542], [4.38562, -0.52379, 1.01047], [3.01929, 1.24262, 1.53639], [3.83394, 2.25015, 0.08349], [-3.25817, 2.10126, -1.14961], [-4.70355, 1.06762, -1.10975], [-4.17454, 1.89903, 0.39466], [0.12973, -3.05919, -1.31134], [2.63741, -2.01512, 0.00440]],
  "atomic_forces_ev_per_a": [[2.502, -2.042, -0.478], [0.268, -1.115, -0.483], [-0.991, 1.095, -1.065], [-0.149, -0.719, 1.187], [0.347, -1.053, -1.061], [1.950, 1.552, -1.711], [-0.216, -2.448, -1.286], [-0.725, 1.475, 4.060], [-1.740, 0.298, 1.293], [1.658, -0.974, -1.538], [0.029, -0.508, 0.860], [-0.310, -1.619, -1.136], [0.332, 0.780, 0.414], [-0.257, 1.310, -0.340], [0.256, 0.226, 1.029], [-0.346, 0.535, -0.075], [-0.455, 0.513, 1.894], [-0.282, 0.730, -1.174], [-0.022, 0.803, 0.589], [-1.511, -2.587, 1.364], [-0.019, 1.366, -0.969], [-0.887, -0.772, -0.756], [0.068, -0.228, -1.870], [0.827, 1.595, 1.567], [-0.327, 1.785, -0.316]]
}